{
  "formula": "C33H36F3N7O4RuS",
  "method": "ωB97M-V with the def2-TZVPD basis set",
  "symbols": ["Ru", "O", "C", "O", "C", "C", "C", "C", "C", "N", "H", "H", "H", "H", "F", "C", "F", "F", "C", "C", "C", "C", "N", "C", "S", "H", "H", "H", "C", "C", "C", "C", "N", "N", "H", "H", "H", "H", "H", "H", "H", "H", "H", "H", "H", "H", "C", "O", "C", "C", "C", "C", "C", "C", "N", "C", "C", "C", "C", "C", "C", "C", "O", "H", "H", "H", "H", "H", "H", "H", "H", "H", "H", "H", "H", "H", "N", "C", "C", "C", "N", "H", "H", "H", "H"],
  "positions_angstrom": [[0.6503, 0.7210, 0.1380], [-0.4968, 3.0766, 3.3969], [-0.1347, 2.2622, 2.5620], [-0.7103, 1.9569, 1.4673], [1.1153, 1.4332, 2.8927], [1.7456, 1.5672, 4.1191], [2.7783, 0.7094, 4.4461], [3.1477, -0.2820, 3.5431], [2.5061, -0.3364, 2.3247], [1.5238, 0.5131, 2.0005], [1.3903, 2.3443, 4.7799], [3.2884, 0.8008, 5.3953], [3.9312, -0.9904, 3.7691], [2.7793, -1.0678, 1.5754], [5.2683, 4.9391, -1.8831], [4.0753, 4.6203, -1.3515], [3.1378, 5.0587, -2.2041], [3.9511, 5.3187, -0.2153], [3.9607, 3.1355, -1.1188], [5.0270, 2.3075, -1.3664], [4.9068, 0.9284, -1.1660], [3.6887, 0.4466, -0.7593], [2.6378, 1.2459, -0.5307], [2.7440, 2.5876, -0.6450], [1.3450, 3.4055, -0.1299], [5.9594, 2.7278, -1.7166], [5.7363, 0.2592, -1.3348], [3.5226, -0.6142, -0.6158], [1.5187, -1.7270, -4.6957], [0.3755, -2.2699, -3.8450], [0.6744, -3.7064, -3.4074], [-0.9279, -2.2301, -4.6354], [0.1541, -1.3654, -2.6932], [1.2927, -1.0979, -1.8771], [1.5688, -2.2754, -5.6358], [2.4887, -1.8387, -4.2074], [1.3583, -0.6729, -4.9303], [0.8583, -4.3453, -4.2715], [-0.1672, -4.1196, -2.8507], [1.5644, -3.7615, -2.7747], [-0.8506, -2.8380, -5.5366], [-1.1660, -1.2050, -4.9186], [-1.7537, -2.6204, -4.0367], [-0.5387, -1.7742, -2.0722], [1.9450, -0.5481, -2.4261], [1.7662, -1.9698, -1.6296], [-4.4308, 3.1379, 3.1938], [-4.2337, 1.8100, 2.6823], [-3.5027, 0.9182, 3.3348], [-3.0378, 1.0252, 4.6364], [-2.2932, -0.0029, 5.1729], [-2.0195, -1.1812, 4.4411], [-2.4909, -1.3404, 3.1764], [-3.2316, -0.2884, 2.5695], [-3.7327, -0.3704, 1.3389], [-3.6692, -1.4914, 0.4749], [-2.5351, -2.2372, 0.1993], [-2.7031, -3.5399, -0.3606], [-1.6483, -4.3937, -0.5338], [-0.3543, -3.9739, -0.1620], [-0.1480, -2.6858, 0.2888], [-1.1987, -1.7566, 0.3957], [-1.0180, -0.4883, 0.6214], [-3.7354, 3.3635, 3.9993], [-5.4608, 3.2202, 3.5304], [-4.2450, 3.8136, 2.3634], [-3.2557, 1.8969, 5.2320], [-1.9365, 0.0853, 6.1895], [-1.4565, -1.9773, 4.9074], [-2.3372, -2.2568, 2.6294], [-4.3569, 0.3838, 1.0785], [-4.6223, -1.7651, 0.0436], [-3.7078, -3.8641, -0.6025], [-1.8101, -5.3900, -0.9214], [0.4782, -4.6604, -0.2451], [0.8453, -2.3395, 0.5471], [-1.6977, 1.6213, -1.2588], [-2.2593, 2.2491, -2.2952], [-1.3063, 2.3286, -3.2941], [-0.1739, 1.7266, -2.7525], [-0.4252, 1.2971, -1.5219], [-2.0323, 1.4711, -0.3143], [-3.2775, 2.5939, -2.2573], [-1.4158, 2.7686, -4.2680], [0.7997, 1.5835, -3.1885]],
  "atomic_forces_ev_per_a": [[-0.1, 0.5, 0.1], [-0.1, -0.1, 0.1], [0.0, 0.0, 0.2], [-0.1, -0.2, -0.1], [-0.1, -0.1, 0.0], [0.0, 0.0, 0.0], [0.0, -0.1, 0.0], [0.0, 0.0, 0.0], [0.1, 0.1, 0.0], [0.0, 0.1, 0.1], [0.0, 0.0, 0.0], [0.0, 0.0, 0.0], [0.0, 0.0, 0.0], [0.0, 0.0, 0.0], [0.0, 0.0, 0.0], [0.0, 0.1, 0.0], [0.0, 0.0, 0.0], [0.0, 0.0, 0.0], [0.0, 0.0, 0.0], [0.0, 0.0, 0.0], [0.0, 0.0, 0.0], [0.0, 0.0, -0.1], [0.0, -0.2, -0.2], [0.0, 0.0, 0.1], [0.1, -0.1, 0.1], [0.0, 0.0, 0.0], [0.0, 0.0, 0.0], [0.0, 0.0, 0.0], [-0.1, 0.0, 0.0], [0.0, -0.1, 0.1], [0.0, 0.0, 0.0], [0.0, 0.0, 0.0], [0.1, 0.1, -0.1], [-0.2, -0.3, 0.1], [0.0, 0.0, 0.0], [0.0, 0.0, 0.0], [0.0, 0.0, 0.0], [0.0, 0.0, 0.0], [0.0, 0.0, 0.0], [0.0, 0.0, 0.0], [0.0, 0.0, 0.0], [0.0, 0.0, 0.0], [0.0, 0.0, 0.0], [-0.1, 0.1, -0.1], [-0.1, 0.0, 0.0], [0.1, 0.1, 0.0], [0.1, 0.1, 0.1], [0.2, -0.2, -0.1], [-0.1, -0.1, -0.1], [0.1, 0.0, 0.0], [0.0, 0.1, 0.0], [0.0, -0.1, 0.0], [0.0, 0.1, 0.0], [-0.1, -0.1, 0.0], [0.0, 0.2, 0.2], [-0.3, 0.1, -0.1], [-0.1, -0.2, -0.4], [0.0, -0.1, 0.0], [0.1, 0.1, 0.1], [-0.2, 0.0, 0.1], [0.0, 0.0, 0.1], [0.3, -0.1, -0.1], [0.2, 0.1, 0.0], [0.0, 0.0, -0.2], [0.0, 0.0, 0.1], [0.0, 0.0, 0.0], [0.0, 0.0, 0.0], [0.0, 0.0, 0.0], [0.0, 0.0, 0.0], [0.0, 0.0, 0.0], [0.1, 0.1, 0.0], [-0.1, -0.1, 0.2], [0.0, 0.0, 0.0], [0.0, 0.0, 0.0], [0.0, 0.0, 0.0], [0.0, 0.0, 0.0], [-0.1, 0.0, 0.0], [0.0, 0.0, 0.0], [0.0, 0.0, 0.1], [0.0, -0.1, 0.0], [0.1, 0.1, 0.1], [0.0, 0.0, 0.0], [0.0, 0.0, 0.0], [0.0, 0.0, 0.0], [0.0, 0.0, 0.0]],
  "lowdin_spin": [2.34, 0.01, 0.01, 0.10, 0.01, 0.00, 0.01, 0.00, 0.01, -0.01, 0.00, 0.00, 0.00, 0.00, 0.00, 0.00, 0.00, 0.01, 0.00, 0.00, 0.00, 0.01, 0.03, 0.03, 0.24, 0.00, 0.00, 0.00, 0.00, 0.00, 0.00, 0.00, 0.00, 0.06, 0.00, 0.00, 0.00, 0.00, 0.00, 0.00, 0.00, 0.00, 0.00, 0.00, 0.00, 0.00, 0.00, 0.10, 0.17, -0.01, 0.18, 0.05, 0.08, 0.16, 0.29, 0.39, 0.07, 0.09, 0.01, 0.14, 0.00, 0.13, 0.17, 0.00, 0.00, 0.00, 0.00, 0.01, 0.00, 0.00, 0.01, 0.02, 0.00, 0.00, 0.01, 0.00, 0.00, 0.02, 0.00, 0.01, 0.00, 0.00, 0.00, 0.00, 0.00],
  "homo_lumo_gap_ev": [6.909, 4.722],
  "de_lowest_kcal_mol": 52.1,
  "multiplicity": 6,
  "total_charge": 1,
  "s2": 8.82
}

{
  "formula": "C33H36F6Ge2N5O7S2SiTi",
  "method": "ωB97M-V with the def2-TZVPD basis set",
  "symbols": ["Ti", "O", "C", "N", "C", "O", "C", "C", "C", "C", "C", "N", "C", "C", "C", "C", "C", "N", "H", "H", "H", "H", "H", "H", "H", "H", "F", "C", "F", "F", "S", "O", "O", "N", "S", "O", "O", "C", "F", "F", "F", "C", "Si", "C", "C", "O", "H", "H", "H", "H", "H", "H", "H", "H", "H", "C", "Ge", "C", "C", "Ge", "C", "C", "C", "C", "C", "C", "C", "C", "C", "C", "C", "C", "H", "H", "H", "H", "H", "H", "H", "H", "H", "H", "H", "H", "H", "H", "H", "H", "H", "H", "H", "N", "C"],
  "positions_angstrom": [[0.1251, 0.4970, 0.1559], [0.3994, 2.6495, -3.1250], [-0.0560, 1.9677, -2.2416], [-0.1070, 2.2207, -0.8843], [-0.3641, 3.4118, -0.2840], [-0.4577, 4.5192, -0.7746], [-0.6049, 3.1929, 1.2029], [-0.7892, 4.2638, 2.0574], [-0.9002, 4.0087, 3.4149], [-0.7924, 2.7030, 3.8640], [-0.6454, 1.6867, 2.9358], [-0.6099, 1.9245, 1.6266], [-0.7630, 0.6371, -2.5166], [-0.9923, 0.2039, -3.8026], [-1.7933, -0.9160, -3.9902], [-2.3324, -1.5530, -2.8890], [-2.0124, -1.0852, -1.6237], [-1.2502, -0.0126, -1.4406], [-0.8182, 5.2583, 1.6350], [-1.0577, 4.8210, 4.1136], [-0.8364, 2.4529, 4.9147], [-0.5596, 0.6521, 3.2315], [-0.5431, 0.7486, -4.6213], [-1.9743, -1.2926, -4.9881], [-2.9538, -2.4321, -2.9826], [-2.3715, -1.5694, -0.7255], [1.1489, -5.0704, -3.3593], [1.9550, -4.0008, -3.2751], [2.8240, -4.0648, -4.2953], [2.6253, -4.0625, -2.1399], [0.9301, -2.4740, -3.3883], [0.1598, -2.4587, -2.1799], [0.2723, -2.6107, -4.6575], [1.9771, -1.2991, -3.5024], [2.7276, -0.6213, -2.3067], [3.8579, -1.3419, -1.8083], [1.8780, 0.0159, -1.3157], [3.4502, 0.8064, -3.2680], [2.7249, 1.1456, -4.3259], [4.6753, 0.4724, -3.6929], [3.5653, 1.8658, -2.4689], [3.5452, -0.5356, 3.2703], [2.9514, 0.7610, 2.0712], [4.2648, 1.1118, 0.7940], [2.7206, 2.3687, 3.0321], [1.5361, 0.3081, 1.4003], [4.3885, -0.1664, 3.8625], [3.8536, -1.4354, 2.7342], [2.7401, -0.8226, 3.9528], [5.1562, 1.5397, 1.2620], [3.8904, 1.8263, 0.0555], [4.5482, 0.2045, 0.2584], [3.6985, 2.7852, 3.2922], [2.1584, 2.2219, 3.9573], [2.1891, 3.1177, 2.4364], [-4.0653, 1.6161, 3.1063], [-3.6147, -0.0266, 1.9785], [-4.5156, 0.6755, 0.2879], [-5.1788, -1.1167, 2.6829], [-0.3051, -1.8898, 1.4165], [-1.2754, -3.5536, 0.8319], [-2.6732, -3.5879, 0.8833], [-3.3995, -4.6777, 0.4179], [-2.7396, -5.7734, -0.1207], [-1.3524, -5.7650, -0.1755], [-0.6338, -4.6729, 0.2956], [-0.2044, -2.2106, 3.4038], [0.7319, -3.0898, 3.9565], [0.8125, -3.3042, 5.3267], [-0.0468, -2.6441, 6.1946], [-0.9951, -1.7786, 5.6702], [-1.0707, -1.5734, 4.2967], [-5.1526, 1.7556, 3.0975], [-3.6038, 2.5221, 2.6998], [-3.7410, 1.5122, 4.1476], [-5.3874, 1.2910, 0.5407], [-4.8507, -0.1410, -0.3606], [-3.8207, 1.2934, -0.2904], [-6.1065, -0.5349, 2.6176], [-5.0015, -1.3561, 3.7367], [-5.3316, -2.0616, 2.1528], [-3.2078, -2.7446, 1.3092], [-4.4827, -4.6664, 0.4780], [-3.2991, -6.6246, -0.4930], [-0.8212, -6.6107, -0.5986], [0.4469, -4.6905, 0.2265], [1.4248, -3.6119, 3.3082], [1.5577, -3.9889, 5.7169], [0.0174, -2.8095, 7.2644], [-1.6846, -1.2600, 6.3281], [-1.8449, -0.9231, 3.9014], [2.6278, -3.1092, 0.9065], [1.5680, -2.6873, 1.0911]],
  "atomic_forces_ev_per_a": [[1.2, -1.3, 2.0], [0.0, 0.0, -0.1], [-0.5, 0.0, 0.1], [0.0, 0.3, -0.3], [-0.1, -0.1, 0.0], [0.0, 0.1, 0.0], [-0.2, 0.1, -0.1], [0.1, 0.0, 0.0], [0.0, 0.0, 0.0], [0.0, 0.0, 0.0], [-0.3, 0.0, 0.0], [0.3, 0.5, 0.1], [-0.2, 0.3, -0.1], [0.0, 0.1, 0.0], [-0.2, 0.1, 0.0], [-0.2, 0.3, 0.0], [-0.3, 0.1, 0.0], [0.1, 0.1, -0.5], [0.0, 0.0, 0.0], [0.0, 0.0, 0.0], [0.0, 0.0, 0.0], [0.0, 0.0, 0.0], [0.0, 0.0, 0.0], [0.0, 0.0, 0.0], [0.0, 0.0, 0.0], [0.0, 0.0, 0.0], [0.0, 0.0, 0.0], [0.0, -0.1, -0.1], [0.0, 0.0, 0.0], [0.0, 0.0, 0.1], [0.3, 0.2, -0.1], [0.5, -0.3, 0.0], [0.1, -0.2, 0.0], [-0.1, -0.3, 0.0], [0.2, -0.1, 0.1], [-0.1, 0.1, 0.0], [-0.3, -0.1, -0.2], [0.0, 0.0, 0.0], [0.0, 0.0, 0.1], [0.0, 0.0, 0.0], [0.0, 0.0, 0.0], [0.0, -0.1, 0.0], [-0.2, 0.0, 0.1], [0.0, 0.0, -0.2], [-0.1, 0.0, 0.0], [0.0, 0.6, -0.5], [0.0, 0.0, 0.0], [0.0, 0.0, 0.0], [0.0, 0.0, 0.0], [0.0, 0.0, 0.0], [0.0, 0.0, 0.0], [0.0, 0.0, 0.0], [0.0, 0.0, 0.0], [0.0, 0.0, 0.0], [0.0, 0.0, 0.0], [0.0, 0.0, 0.0], [-0.1, 0.1, -0.2], [0.0, 0.0, 0.0], [-0.1, 0.0, 0.0], [0.3, -0.5, -0.2], [-0.1, 0.0, 0.0], [0.0, 0.0, 0.1], [0.0, 0.0, 0.0], [0.0, 0.0, 0.0], [0.0, 0.0, 0.0], [0.0, 0.1, 0.0], [0.0, 0.1, 0.1], [0.0, 0.0, 0.0], [0.0, 0.0, 0.0], [0.0, 0.0, 0.0], [0.0, 0.0, 0.0], [-0.1, 0.0, 0.0], [0.0, 0.0, 0.0], [0.0, 0.0, 0.0], [0.0, 0.0, 0.0], [0.0, 0.0, 0.0], [0.0, 0.0, 0.0], [0.0, 0.0, 0.0], [0.0, 0.0, 0.0], [0.0, 0.0, 0.0], [0.0, 0.0, 0.0], [0.0, 0.0, 0.0], [0.0, 0.0, 0.0], [0.0, 0.0, 0.0], [0.0, 0.0, 0.0], [0.0, 0.0, 0.0], [0.0, 0.0, 0.0], [0.0, 0.0, 0.0], [0.0, 0.0, 0.0], [0.0, 0.0, 0.0], [0.0, 0.0, 0.0], [0.0, 0.0, 0.0], [-0.2, 0.1, 0.0]],
  "lowdin_spin": [0.94, 0.00, 0.00, 0.00, 0.00, 0.00, 0.00, 0.00, 0.00, 0.00, 0.01, 0.01, 0.00, 0.00, 0.00, 0.00, 0.00, 0.00, 0.00, 0.00, 0.00, 0.00, 0.00, 0.00, 0.00, 0.00, 0.00, 0.00, 0.00, 0.00, 0.00, 0.00, 0.00, 0.00, 0.00, 0.00, 0.01, 0.00, 0.00, 0.00, 0.00, 0.00, 0.00, 0.00, 0.00, -0.01, 0.00, 0.00, 0.00, 0.00, 0.00, 0.00, 0.00, 0.00, 0.00, 0.00, 0.01, 0.00, 0.00, 0.00, 0.00, 0.00, 0.00, 0.00, 0.00, 0.00, 0.00, 0.00, 0.00, 0.00, 0.00, 0.00, 0.00, 0.00, 0.00, 0.00, 0.00, 0.00, 0.00, 0.00, 0.00, 0.00, 0.00, 0.00, 0.00, 0.00, 0.00, 0.00, 0.00, 0.00, 0.00, 0.00, 0.00],
  "homo_lumo_gap_ev": [5.249, 5.261],
  "de_lowest_kcal_mol": 30.4,
  "multiplicity": 2,
  "total_charge": -2,
  "s2": 0.75
}

Let's list largest force on an atom in order: 0.01031, 0.05220 Eh/bohr.